A structure of composition C17H28AlCaClIN3O9P2S3, computed with ωB97M-V/def2-TZVPD.

## Properties
- molar mass (g/mol) = 805.989
- E_LUMO (eV) = -8.247
- total charge = +2

Last column: Mulliken charge in e.
Atoms and positions in Å:
C -0.997 3.073 2.871  -0.6927
O -1.385 4.283 2.153  -0.1709
C -0.647 4.296 0.914  -1.1293
C -1.019 2.995 0.115  0.1242
N -0.029 2.157 -0.089  -0.1278
C -0.479 1.045 -0.741  0.0695
C 0.488 0.008 -0.992  0.5702
P 2.200 0.339 -0.391  0.4643
N 2.098 0.179 1.200  -0.3546
C 0.156 -1.193 -1.619  0.5159
P 1.428 -2.496 -1.939  0.6878
S 1.969 -2.321 -3.825  -0.3558
C -1.229 -1.451 -2.040  0.6641
C -1.583 -2.788 -2.679  -2.0554
C -1.897 -3.803 -1.506  0.7709
C -1.766 -5.269 -1.944  -1.4484
O -3.189 -3.522 -0.956  -0.5892
C -2.164 -0.445 -1.822  -1.3322
I -4.200 -0.727 -2.418  0.1555
C -1.818 0.804 -1.172  0.2108
N -2.793 1.725 -0.983  -0.2132
C -2.399 2.803 -0.337  0.3303
C -3.501 3.839 -0.047  -0.3244
S -3.223 5.459 -0.893  0.9383
O -2.135 5.379 -1.803  -0.4256
O -2.939 6.465 0.214  -0.8011
H -1.667 2.224 2.644  0.3152
H -0.983 3.243 3.964  0.3615
H 0.023 2.742 2.602  0.1947
H -0.757 5.216 0.317  0.4991
H 0.426 4.233 1.185  0.3544
H 2.550 1.700 -0.640  -0.4341
H 3.147 -0.520 -0.991  0.2593
H 2.347 1.081 1.652  0.0787
H 0.858 -3.778 -1.801  0.1569
H 2.581 -2.349 -1.162  0.0170
H -2.432 -2.662 -3.368  0.5907
H -0.727 -3.186 -3.251  0.2648
H -1.180 -3.581 -0.681  0.2852
H -0.765 -5.519 -2.341  0.3195
H -1.906 -5.904 -1.045  0.3832
H -2.567 -5.582 -2.644  0.3682
H -3.056 -2.972 -0.170  0.3170
H -3.687 3.946 1.066  -0.2576
H -4.456 3.436 -0.452  0.5261
H -4.377 5.889 -1.497  0.2995
Ca -3.169 5.885 2.276  1.6818
O 4.024 3.773 -0.146  -0.4925
H 3.694 4.692 -0.273  0.3205
H 4.924 3.801 -0.512  0.2522
C 3.372 -5.100 2.342  -1.0964
S 2.551 -3.553 1.941  0.5700
O 2.178 -3.616 0.486  -0.5832
C 4.013 -2.518 2.073  -0.6951
H 2.640 -5.903 2.280  0.3567
H 4.179 -5.287 1.633  0.3208
H 3.767 -5.046 3.357  0.4162
H 4.780 -2.871 1.381  0.3238
H 4.386 -2.549 3.097  0.4257
H 3.732 -1.495 1.820  0.0495
C -1.531 -0.946 1.584  0.7975
O -0.951 -1.971 1.234  -0.3513
O -2.730 -0.667 1.313  -0.4828
O -1.011 -0.007 2.264  -0.4187
Al 4.671 2.719 -2.255  0.7625
Cl 4.164 2.169 1.447  -0.5377